No. 1
Below is a molecular structure, C30H35FFeN9OSb2, with properties calculated with ωB97M-V/def2-TZVPD.

Each line ends with the Löwdin charge.
Positions of all 79 atoms, in Å:
Fe -0.03568 -0.05222 -0.02293  0.309
C 2.65786 0.17811 3.91951  -0.309
Sb 2.03253 -0.08715 1.86885  1.426
C 2.57474 -2.18178 1.93694  -0.295
C 3.86552 0.75017 1.02095  -0.335
C 4.76206 -0.27135 0.37157  -0.296
C 5.52837 -1.09288 1.20221  -0.080
C 6.39306 -2.04077 0.67416  -0.087
C 6.50866 -2.18004 -0.70027  -0.090
C 5.75799 -1.37139 -1.54250  -0.052
C 4.87856 -0.41383 -1.02783  -0.286
C 4.07499 0.41717 -1.99320  -0.307
Sb 1.95258 -0.00714 -1.80222  1.453
C 2.05724 -1.86866 -2.88102  -0.264
C 1.42891 1.14214 -3.54732  -0.252
H 3.66338 -0.23027 4.05246  0.001
H 1.96215 -0.33977 4.58538  0.003
H 2.66503 1.24421 4.16222  0.003
H 3.51601 -2.32878 2.46953  0.006
H 2.66129 -2.57614 0.91785  0.016
H 1.79177 -2.72620 2.46995  -0.012
H 4.42394 1.32406 1.76822  0.071
H 3.50010 1.48893 0.30072  0.018
H 5.46012 -0.98831 2.27858  0.106
H 6.97949 -2.66720 1.33408  0.101
H 7.18307 -2.91756 -1.11586  0.100
H 5.85897 -1.49684 -2.61343  0.109
H 4.33935 0.18869 -3.02988  0.060
H 4.27391 1.48286 -1.82942  0.071
H 2.62475 -1.72224 -3.80467  0.017
H 1.04778 -2.20338 -3.12458  -0.013
H 2.55453 -2.62389 -2.26391  0.010
H 2.09678 0.87419 -4.37134  0.020
H 1.53371 2.20914 -3.32523  0.021
H 0.40415 0.93363 -3.83233  -0.007
N -0.17205 3.34237 -0.19615  0.155
C -0.72999 2.69170 -1.27411  -0.428
N -1.20200 3.46115 -2.25113  0.160
C -1.73515 2.80956 -3.28294  -0.472
N -2.25195 3.57491 -4.30748  0.132
N -1.83012 1.49602 -3.40005  0.153
C -1.30692 0.79476 -2.37849  -0.353
N -0.73894 1.35330 -1.28031  -0.016
C -1.33880 -0.64455 -2.46979  -0.229
C -1.91965 -1.26851 -3.58587  -0.021
C -1.94225 -2.63300 -3.67080  -0.088
C -1.37673 -3.38670 -2.63677  -0.091
C -0.81792 -2.72590 -1.56682  -0.153
N -0.77209 -1.37948 -1.42597  -0.054
H 0.17733 4.24934 -0.46954  0.097
H 0.46337 2.73777 0.30240  0.059
H -2.49215 4.49667 -3.97585  0.088
H -2.96998 3.07371 -4.80684  0.090
H -2.34783 -0.67178 -4.37887  0.106
H -2.38921 -3.11961 -4.52875  0.102
H -1.37365 -4.46774 -2.67120  0.097
H -0.38769 -3.28205 -0.78993  0.072
F -0.73384 1.17565 1.28614  -0.472
O -1.77654 -0.06038 -0.02944  -0.206
N -0.43289 -9.63843 4.84629  0.161
C -0.54538 -8.56173 4.46168  -0.182
C -0.68597 -7.21672 3.98126  -0.233
C -1.61897 -6.35900 4.55735  -0.012
C -1.75511 -5.05870 4.09333  0.005
C -0.95985 -4.59736 3.04628  -0.161
C -0.02591 -5.45807 2.47056  0.005
C 0.10956 -6.75794 2.93500  -0.012
N -1.09792 -3.27330 2.57428  0.006
C -1.96578 -2.30184 3.03440  -0.013
C -1.73064 -1.19545 2.28441  -0.085
N -0.74655 -1.43609 1.35174  -0.054
C -0.39083 -2.68474 1.56626  -0.178
H -2.24522 -6.70022 5.37161  0.125
H -2.49287 -4.43078 4.57240  0.107
H 0.61628 -5.15070 1.65583  0.111
H 0.83982 -7.41236 2.47642  0.125
H -2.66175 -2.45982 3.83677  0.113
H -2.21219 -0.23673 2.35150  0.112
H 0.37456 -3.19263 1.03009  0.091

## Properties
Orbital gap (spin up / spin down) ... 4.841 / 7.508 eV
Molar mass ... 856.0 u
Strongest force on any atom ... 3.752 eV Å⁻¹
Energy ... -3576.10987 Ha
Expectation value of S² ... 8.851
2S+1 ... 6
Charge ... 0

No. 2
Below is a molecular structure, C18H20Cl5FeOSb2, with properties calculated with ωB97M-V/def2-TZVPD.

Each line ends with the Löwdin charge.
Positions of all 47 atoms, in Å:
Fe -0.10502 -0.27998 0.15442  0.379
Cl 4.68345 4.74027 -1.52102  0.716
C 3.33273 3.80976 -1.02494  -0.705
C 3.37165 2.42309 -1.12131  -0.702
Cl 4.75416 1.61367 -1.73037  0.723
C 2.26132 1.69745 -0.71604  -0.550
Cl 2.25764 -0.04848 -0.81890  0.742
C 1.10532 2.28524 -0.21239  -0.448
O 0.06661 1.56028 0.16294  -0.288
C 1.08478 3.68223 -0.12492  -0.610
Cl -0.33579 4.42402 0.48842  0.742
C 2.18338 4.43381 -0.52576  -0.688
Cl 2.12867 6.14030 -0.40831  0.728
C -2.38668 -0.38097 -0.99144  -0.310
Sb -2.76575 -0.27028 1.16930  1.354
C -4.47953 0.95457 0.86031  -0.303
C -3.75581 -2.19594 1.41676  -0.313
C -3.77468 -3.05092 0.19130  -0.306
C -4.81963 -2.89421 -0.72112  -0.061
C -4.87731 -3.62541 -1.89492  -0.065
C -3.88071 -4.54912 -2.17536  -0.064
C -2.85025 -4.73162 -1.26996  -0.054
C -2.77556 -3.99531 -0.08646  -0.290
C -1.63173 -4.25903 0.84933  -0.291
Sb 0.07132 -3.01072 0.45499  1.360
C 1.55748 -3.90985 1.67028  -0.287
C 0.60332 -3.72320 -1.47792  -0.285
H -3.15317 -1.03049 -1.41476  0.020
H -1.45130 -0.78661 -1.42058  -0.011
H -2.50156 0.63316 -1.37305  0.031
H -5.06972 0.54168 0.04394  0.016
H -4.15742 1.96372 0.61289  0.015
H -5.07277 0.98023 1.77182  0.014
H -4.77069 -1.93855 1.72104  0.068
H -3.27751 -2.67891 2.26616  0.042
H -5.61061 -2.18805 -0.49324  0.118
H -5.70249 -3.48507 -2.58004  0.112
H -3.91764 -5.13899 -3.08106  0.111
H -2.09092 -5.47913 -1.47178  0.115
H -1.24571 -5.26903 0.70801  0.075
H -1.89781 -4.15006 1.89911  0.061
H 1.61111 -4.96812 1.42179  0.021
H 1.31080 -3.79113 2.72270  0.016
H 2.51800 -3.43880 1.47217  0.013
H 0.83506 -4.78609 -1.42744  0.024
H 1.47311 -3.18427 -1.84907  0.005
H -0.23266 -3.56773 -2.15829  0.010

## Properties
Orbital gap (spin up / spin down) ... 8.403 / 7.143 eV
Molar mass ... 729.0 u
Strongest force on any atom ... 0.403 eV Å⁻¹
Energy ... -4818.04048 Ha
Expectation value of S² ... 6.014
ΔE to the lowest compared entry with this formula, charge and spin ... 20.68 kJ/mol
2S+1 ... 5
Charge ... +1

No. 3
Below is a single C5H7Br molecule, with properties calculated with ωB97M-V/def2-TZVPD.

Each line ends with the Löwdin charge.
Positions of all 13 atoms, in Å:
C -0.61717 -1.04391 1.09479  -0.078
C -0.45067 0.08824 0.11374  -0.351
C 0.92646 0.50824 -0.29856  -0.122
C 0.57688 1.06976 -1.63757  -0.141
C -0.11005 -0.22356 -1.31922  -0.707
Br 0.17963 -1.92034 -2.08887  0.718
H 0.21874 -1.73855 1.03006  0.071
H -1.53461 -1.59086 0.88436  0.080
H -0.66895 -0.65692 2.10997  0.077
H -1.18601 0.88331 0.24249  0.130
H 1.85181 0.06976 0.00764  0.122
H -0.05226 1.95601 -1.67013  0.098
H 1.34170 1.06802 -2.40626  0.104

## Properties
Orbital gap ... 9.325 eV
Molar mass ... 147.0 u
Structure (SMILES) ... C[C@H]1[C@@H]2C[C@]12Br
Strongest force on any atom ... 2.403 eV Å⁻¹
Energy ... -2768.64451 Ha
ΔE to the lowest compared entry with this formula, charge and spin ... 112.29 kJ/mol
Charge ... 0

No. 4
Below is a single CHF2N molecule, with properties calculated with ωB97M-V/def2-TZVPD.

Each line ends with the Löwdin charge.
Positions of all 5 atoms, in Å:
C 0.35034 -0.15439 0.12782  -0.307
N -0.66486 0.72499 0.05258  0.087
F 1.37336 0.37458 0.66182  0.089
F -1.75376 0.22875 -0.56703  -0.012
H 0.69492 -1.17394 -0.27520  0.142

## Properties
Orbital gap (spin up / spin down) ... 8.268 / 9.066 eV
Molar mass ... 65.0 u
Strongest force on any atom ... 9.058 eV Å⁻¹
Energy ... -292.93475 Ha
Expectation value of S² ... 2.006
ΔE to the lowest compared entry with this formula, charge and spin ... 0.00 kJ/mol
2S+1 ... 3
Charge ... 0